# 1
Molecular formula: C50H65BBrFN9O6S2
Method: DFT, ωB97M-V/def2-TZVPD

```
135
Properties=species:S:1:pos:R:3:forces:R:3
C -2.423 -2.606 -2.303 -1.425 0.126 0.221
C -3.172 -1.148 -2.298 -2.490 3.265 -0.873
C -4.444 -0.974 -3.363 1.163 3.926 2.967
C -5.252 0.453 -3.364 2.504 -1.078 1.897
C -4.911 1.749 -2.385 1.758 -3.161 0.192
C -5.891 3.055 -2.535 -0.604 -0.410 -0.576
C -6.363 3.733 -1.113 -0.836 0.142 -0.198
C -5.281 4.177 -3.615 -0.035 -0.932 -0.112
C -3.658 1.579 -1.340 -1.537 -3.228 -3.175
O -3.321 2.673 -0.415 1.202 -0.764 -2.242
C -2.302 3.580 -0.966 -0.297 0.318 0.535
C -0.796 2.948 -0.825 1.420 -0.938 0.790
N -0.121 2.444 0.292 -2.092 2.415 -3.692
C -0.720 2.441 1.682 0.291 0.324 2.393
C -0.560 1.033 2.506 -0.243 0.520 0.861
C 0.541 1.280 3.702 -0.715 -0.117 0.378
C 0.725 -0.128 4.551 0.486 1.917 0.288
N 2.115 -0.692 4.317 1.780 -2.776 -1.143
C 3.478 -0.020 4.446 0.843 -5.323 -1.630
C 4.548 -1.197 4.036 -4.046 -0.452 -0.120
C 3.759 -2.576 3.622 -3.371 5.486 2.113
C 2.198 -2.138 3.870 4.662 0.968 -0.116
C 1.253 1.936 -0.171 1.146 -4.265 -0.353
O 2.177 1.375 0.827 -1.811 0.608 -2.117
B 2.668 0.032 0.435 2.186 -1.912 -0.375
O 1.892 -1.226 0.489 -0.425 4.231 -0.697
O 4.101 -0.021 -0.024 -4.556 -0.145 -0.761
C 1.813 2.901 -1.372 -1.274 -1.858 0.410
Br 3.204 2.142 -2.643 -1.540 0.553 1.679
S 2.521 4.547 -0.826 6.526 6.103 -2.950
O 2.002 5.777 -1.612 0.259 -5.176 3.685
O 4.075 4.459 -1.086 -6.392 -0.454 2.158
F 2.321 4.718 0.886 -0.306 -0.847 -3.496
S 0.232 2.862 -2.403 -0.434 1.196 3.222
C -2.823 0.130 -1.330 -1.849 -0.159 -1.852
H -1.499 -2.690 -3.016 -1.648 0.464 1.607
H -3.224 -3.388 -2.718 1.735 1.793 0.930
H -2.219 -2.909 -1.191 -0.020 0.540 -2.250
H -4.738 -1.857 -4.083 0.618 2.021 1.584
H -6.172 0.547 -4.100 2.137 -0.094 1.746
H -6.890 2.661 -3.056 2.351 0.552 1.204
H -6.176 4.895 -1.172 -0.234 -2.385 0.360
H -5.873 3.254 -0.157 -0.848 1.046 -2.037
H -7.544 3.596 -1.019 2.646 0.281 -0.110
H -4.364 3.655 -4.149 -1.684 1.409 1.094
H -5.002 5.148 -3.023 -0.346 -1.813 -1.377
H -6.065 4.417 -4.483 1.680 -0.422 2.165
H -2.573 3.885 -2.071 0.967 -0.935 2.018
H -2.313 4.589 -0.341 0.066 -2.204 -1.052
H -1.847 2.753 1.738 2.256 -0.541 -1.089
H -0.124 3.265 2.307 -1.155 -1.740 -1.496
H -0.361 0.089 1.842 -0.156 1.927 1.166
H -1.601 0.835 3.055 2.191 0.404 -1.338
H 1.570 1.709 3.344 -1.996 -1.073 0.427
H 0.071 2.119 4.409 0.946 -1.838 -1.437
H 0.640 0.153 5.687 -0.069 -0.798 -2.128
H -0.142 -0.841 4.204 2.099 1.037 0.888
H 3.684 1.079 4.791 -0.759 -2.572 -0.737
H 5.723 -1.162 4.009 -2.767 0.377 0.141
H 4.162 -3.615 3.251 -0.954 2.472 0.964
H 1.250 -2.813 3.738 1.967 1.777 0.363
H 0.926 0.961 -0.769 0.496 2.128 0.597
H 0.891 -1.044 0.454 2.211 -0.499 0.378
H 4.039 -0.342 -0.985 0.498 0.202 2.038
H -1.918 -0.022 -0.567 -2.225 0.491 -1.684
N -4.828 -4.765 -5.953 -0.010 0.033 0.021
C -5.415 -4.363 -7.124 -0.046 0.088 -0.080
C -4.437 -3.814 -7.924 -0.402 -0.054 -0.006
C -3.217 -3.893 -7.211 0.151 -0.047 0.335
C -3.486 -4.487 -5.999 0.127 0.100 0.078
H -5.309 -5.199 -5.176 0.183 0.094 -0.343
H -6.475 -4.501 -7.288 0.199 0.027 -0.014
H -4.587 -3.402 -8.913 0.003 -0.098 0.168
H -2.245 -3.553 -7.547 -0.157 -0.149 0.092
H -2.841 -4.733 -5.167 -0.062 0.002 -0.183
N 5.340 0.316 -4.396 -0.051 0.075 0.067
C 6.649 0.483 -4.025 0.338 0.012 0.126
C 7.392 -0.506 -4.632 -0.024 0.403 0.288
C 6.501 -1.292 -5.400 -0.475 -0.011 -0.096
C 5.241 -0.761 -5.239 -0.061 -0.319 -0.185
H 4.568 0.898 -4.096 0.533 -0.427 -0.467
H 6.939 1.287 -3.362 -0.012 -0.166 -0.117
H 8.461 -0.644 -4.532 -0.200 0.052 -0.006
H 6.751 -2.153 -6.006 -0.072 0.165 0.101
H 4.285 -1.056 -5.649 0.188 0.013 0.040
N 6.690 2.702 0.544 -0.060 -0.017 0.009
C 7.648 2.065 -0.201 0.038 -0.042 0.026
C 8.414 1.303 0.653 -0.028 0.044 -0.397
C 7.895 1.482 1.958 -0.281 0.144 0.230
C 6.829 2.349 1.860 0.028 -0.021 0.014
H 5.988 3.333 0.178 0.223 -0.206 0.105
H 7.704 2.210 -1.272 0.057 -0.009 0.206
H 9.254 0.684 0.367 -0.150 0.114 0.037
H 8.259 1.028 2.870 -0.061 0.093 -0.152
H 6.161 2.744 2.614 0.145 -0.069 -0.103
N 1.541 -5.906 5.424 0.002 0.099 -0.034
C 2.850 -5.740 5.795 0.128 0.012 0.071
C 3.593 -6.728 5.189 0.045 0.362 0.231
C 2.701 -7.515 4.421 -0.405 -0.056 -0.172
C 1.441 -6.983 4.582 -0.008 -0.140 -0.108
H 0.769 -5.325 5.724 0.335 -0.264 -0.079
H 3.139 -4.936 6.458 -0.014 -0.151 -0.125
H 4.661 -6.867 5.288 -0.189 0.033 0.007
H 2.952 -8.376 3.814 -0.065 0.146 0.110
H 0.485 -7.279 4.171 0.182 0.000 0.076
N -3.582 2.970 4.167 0.184 -0.058 0.054
C -4.406 2.994 5.263 -0.166 -0.009 0.101
C -5.693 2.760 4.833 0.266 0.058 0.326
C -5.643 2.584 3.429 0.228 -0.029 -0.360
C -4.328 2.716 3.045 -0.124 -0.009 -0.091
H -2.581 3.117 4.184 -0.414 -0.002 0.106
H -4.007 3.176 6.252 -0.043 0.045 -0.241
H -6.572 2.720 5.462 0.162 0.010 -0.112
H -6.477 2.382 2.770 0.153 0.030 0.112
H -3.859 2.652 2.072 -0.225 -0.006 0.057
N 0.372 -3.109 -8.821 -0.062 0.041 0.002
C 1.681 -2.942 -8.451 0.145 -0.038 0.067
C 2.424 -3.931 -9.057 0.047 0.336 0.262
C 1.533 -4.717 -9.825 -0.398 -0.049 -0.116
C 0.273 -4.185 -9.664 0.006 -0.130 -0.055
H -0.400 -2.527 -8.521 0.339 -0.208 -0.183
H 1.971 -2.138 -7.788 -0.012 -0.141 -0.126
H 3.493 -4.069 -8.957 -0.185 0.041 -0.017
H 1.783 -5.578 -10.431 -0.064 0.163 0.102
H -0.683 -4.481 -10.074 0.182 0.018 0.063
N -3.640 2.497 9.077 -0.021 0.087 -0.066
C -3.846 2.978 10.344 -0.005 0.010 0.138
C -2.798 2.561 11.134 -0.351 0.232 -0.005
C -1.926 1.806 10.313 0.101 -0.137 -0.386
C -2.468 1.785 9.048 0.125 -0.075 0.018
H -4.255 2.644 8.288 0.197 -0.113 0.419
H -4.719 3.573 10.575 0.164 -0.116 -0.003
H -2.674 2.777 12.187 -0.039 -0.032 -0.196
H -1.001 1.330 10.613 -0.164 0.077 -0.062
H -2.123 1.325 8.132 -0.050 0.028 0.173
```
Positions in Å, forces in eV/Å.

The lowest unoccupied orbital energy comes out at -5.4839 eV. For the HOMO energy, the calculation gives -9.5 eV. The HOMO-LUMO gap comes out at 4.04 eV. Its net charge is +1. The value obtained for the energy is -173678.0180 eV.

# 2
Molecular formula: C50H65F40NO13S
Method: DFT, ωB97M-V/def2-TZVPD

```
170
Properties=species:S:1:pos:R:3:forces:R:3
C 0.999 1.299 -2.039 0.090 -0.072 0.250
C -0.119 2.175 -1.497 -0.302 0.176 -1.072
C -1.170 1.383 -0.742 0.869 0.415 0.900
O -2.471 1.983 -0.766 0.318 -0.639 -0.681
C -3.340 1.505 -1.742 0.419 0.331 1.017
O -2.656 1.109 -2.875 -0.326 0.450 0.109
C -3.291 1.306 -4.136 -0.034 -0.265 -0.753
C -2.718 2.495 -4.883 0.806 -0.072 0.181
O -2.686 3.654 -4.092 0.063 -0.430 -0.098
C -1.572 4.503 -4.335 -0.540 0.872 0.795
C -1.396 5.396 -3.100 -0.273 -0.179 0.270
O -4.199 2.628 -1.960 -0.254 -0.147 0.203
S -5.761 2.303 -1.860 0.595 -0.514 -1.322
O -6.345 2.559 -3.118 -0.371 0.175 -0.919
O -6.365 2.905 -0.741 0.115 0.223 1.256
O -5.575 0.749 -1.743 -0.112 0.075 0.092
C -4.245 0.370 -1.160 -1.695 0.545 -0.519
C -4.518 0.487 0.339 0.998 -1.087 0.215
C -3.326 0.191 1.282 -0.411 1.450 0.419
C -2.881 1.463 2.073 0.588 -1.097 0.315
C -2.867 1.282 3.614 -0.230 1.326 -0.444
C -4.057 2.047 4.241 0.432 -1.609 -0.449
C -5.369 1.239 4.043 -0.128 1.160 0.289
C -6.493 2.086 3.428 0.133 -0.473 0.406
O -7.709 1.848 4.122 -0.015 -0.037 -0.119
C -8.815 2.477 3.503 -0.107 0.054 -0.186
C -4.102 -1.024 -1.759 0.432 -0.348 0.934
C -3.045 -1.946 -1.122 -0.414 -0.506 -0.329
C -3.619 -2.826 0.015 0.426 0.370 -0.350
C -2.571 -3.244 1.064 -0.384 0.093 -0.394
N -1.228 -3.328 0.511 -1.558 -0.537 0.840
C -0.234 -2.494 0.863 0.966 0.970 0.280
C 0.877 -2.805 0.139 -0.121 -0.077 -0.081
C 0.502 -3.897 -0.663 1.798 -0.529 -1.169
C -0.785 -4.223 -0.423 -0.369 0.297 0.301
H 1.674 1.871 -2.672 0.066 0.070 -0.009
H 0.597 0.476 -2.633 -0.041 -0.021 0.004
H 1.591 0.880 -1.226 0.053 -0.140 -0.010
H -0.613 2.647 -2.346 -0.114 0.041 -0.056
H 0.272 2.993 -0.895 0.008 -0.074 0.152
H -0.858 1.419 0.304 -0.218 -0.159 -0.005
H -1.157 0.327 -1.007 -0.268 0.020 -0.414
H -3.024 0.441 -4.747 -0.012 -0.146 0.095
H -4.378 1.308 -4.103 -0.083 0.232 0.432
H -3.240 2.619 -5.840 -0.208 0.113 0.087
H -1.686 2.214 -5.135 0.049 0.065 -0.045
H -1.826 5.149 -5.180 0.398 -0.225 -0.337
H -0.643 3.947 -4.483 -0.155 -0.247 -0.411
H -1.458 6.447 -3.352 0.352 -0.119 0.133
H -2.211 5.212 -2.401 -0.120 -0.148 -0.035
H -0.482 5.176 -2.554 0.141 0.093 -0.085
H -4.934 1.458 0.584 0.022 0.138 -0.208
H -5.300 -0.248 0.528 -0.196 0.049 -0.014
H -3.654 -0.536 2.019 0.170 -0.317 -0.090
H -2.439 -0.157 0.764 -0.188 -0.440 -0.066
H -3.449 2.342 1.780 -0.137 -0.003 0.030
H -1.849 1.665 1.792 -0.109 0.194 -0.030
H -1.944 1.740 3.961 0.047 -0.095 0.219
H -2.842 0.230 3.899 -0.075 -0.064 0.067
H -3.861 2.189 5.303 -0.153 0.286 0.038
H -4.107 2.997 3.718 -0.057 0.304 0.246
H -5.696 0.933 5.034 -0.210 -0.334 -0.074
H -5.204 0.368 3.416 0.063 -0.219 0.109
H -6.237 3.146 3.521 -0.059 0.080 -0.238
H -6.609 1.803 2.377 -0.051 0.325 -0.124
H -9.497 1.739 3.075 0.021 -0.105 0.069
H -9.363 3.080 4.227 0.021 -0.034 0.121
H -8.506 3.133 2.686 0.071 0.068 0.020
H -5.071 -1.491 -1.586 -0.105 -0.033 -0.084
H -3.976 -0.979 -2.835 0.105 0.298 -0.041
H -2.755 -2.652 -1.899 0.303 0.122 -0.118
H -2.130 -1.441 -0.827 -0.033 0.141 0.015
H -4.033 -3.713 -0.463 -0.133 -0.092 0.085
H -4.451 -2.305 0.485 0.003 -0.097 0.283
H -2.539 -2.509 1.860 0.088 0.075 0.114
H -2.882 -4.191 1.502 0.211 -0.113 0.092
H -0.289 -1.705 1.595 -0.585 -0.080 0.124
H 1.826 -2.306 0.177 0.155 0.027 0.008
H 1.165 -4.381 -1.363 -0.239 -0.053 0.146
H -1.396 -5.003 -0.835 -0.223 -0.024 0.017
F 4.139 4.121 1.039 -0.139 0.157 0.175
C 3.512 2.932 0.975 0.109 -0.332 -0.231
F 3.237 2.684 -0.330 -0.007 0.017 0.037
C 2.192 2.916 1.754 -0.424 0.776 0.354
F 1.309 3.771 1.192 0.057 0.081 -0.200
F 1.682 1.660 1.584 0.177 -0.184 0.012
C 2.233 3.155 3.274 -0.153 -0.645 -1.406
O 1.928 4.455 3.768 -0.852 2.448 -3.788
C 2.886 5.441 3.874 -0.234 -1.275 -1.195
F 4.125 4.954 3.674 -0.122 0.320 -0.129
F 2.846 5.886 5.153 0.539 3.226 -2.427
C 2.583 6.641 2.970 -0.160 0.374 -0.206
F 2.497 6.270 1.679 0.100 -0.163 0.115
F 3.580 7.548 3.079 0.024 -0.071 0.124
H 4.189 2.155 1.338 -0.065 -0.007 0.066
H 1.424 2.541 3.669 0.218 0.190 -0.399
H 3.143 2.758 3.724 0.057 -0.040 -1.208
H 1.639 7.106 3.263 0.004 -0.055 0.096
F -3.054 11.869 -3.030 0.004 -0.250 -0.101
C -2.869 12.751 -4.029 0.042 0.417 0.175
F -3.763 13.752 -3.853 0.011 -0.019 -0.142
C -3.089 12.123 -5.408 -0.434 -0.575 -0.156
F -4.377 11.745 -5.552 0.017 0.024 0.154
F -2.871 13.125 -6.309 0.230 0.085 0.104
C -2.166 10.963 -5.830 0.518 -0.196 -0.392
O -2.640 9.627 -5.697 -0.578 0.206 0.556
C -2.518 8.918 -4.519 0.772 0.511 -0.649
F -1.713 9.560 -3.650 -0.254 -0.048 0.161
F -1.892 7.757 -4.833 -0.276 0.231 -0.181
C -3.875 8.554 -3.907 -0.357 -0.208 0.086
F -4.609 9.656 -3.663 0.141 0.142 -0.023
F -3.678 7.913 -2.734 0.128 0.020 -0.068
H -1.862 13.172 -3.952 0.018 -0.049 -0.062
H -2.053 11.082 -6.907 -0.122 0.015 0.000
H -1.163 11.075 -5.420 -0.094 0.049 0.278
H -4.434 7.905 -4.585 0.107 -0.025 -0.039
F 4.087 -8.060 -1.578 -0.180 0.111 -0.179
C 4.095 -9.381 -1.822 0.268 -0.170 0.366
F 5.391 -9.753 -1.977 -0.045 -0.109 -0.109
C 3.320 -9.749 -3.090 -0.115 0.430 -0.584
F 3.922 -9.221 -4.177 0.065 0.072 0.118
F 3.422 -11.105 -3.205 -0.053 -0.057 0.251
C 1.813 -9.428 -3.134 -0.637 -0.273 0.027
O 1.384 -8.251 -3.808 0.719 0.333 0.124
C 1.340 -7.024 -3.178 -0.428 -0.777 0.207
F 1.525 -7.142 -1.850 0.184 0.105 -0.094
F 0.087 -6.541 -3.352 0.076 0.125 -0.061
C 2.302 -6.013 -3.810 0.217 0.286 -0.295
F 3.572 -6.456 -3.779 -0.033 -0.155 0.151
F 2.249 -4.852 -3.116 0.006 -0.123 -0.136
H 3.691 -9.905 -0.952 -0.063 -0.033 -0.059
H 1.381 -10.231 -3.730 0.093 0.021 -0.076
H 1.352 -9.517 -2.150 0.208 0.165 0.134
H 2.030 -5.823 -4.850 -0.138 -0.045 0.045
F 2.607 0.692 5.594 0.031 0.245 0.063
C 1.377 0.147 5.651 -0.042 -0.482 -0.161
F 1.091 -0.328 4.414 -0.106 0.091 0.022
C 0.308 1.166 6.051 -0.048 0.455 0.224
F 0.193 2.124 5.103 -0.115 -0.046 0.109
F -0.870 0.476 6.062 0.192 -0.126 0.125
C 0.428 1.835 7.434 -0.219 0.139 0.637
O 0.997 3.137 7.512 0.253 -0.235 -0.688
C 2.361 3.333 7.605 -0.154 -0.421 0.281
F 3.013 2.176 7.835 0.030 -0.135 -0.048
F 2.570 4.117 8.685 0.042 0.066 -0.086
C 2.922 4.079 6.390 -0.544 -0.826 2.271
F 2.661 3.408 5.249 1.664 -1.697 6.071
F 4.263 4.191 6.509 0.057 -0.061 0.042
H 1.391 -0.695 6.349 -0.036 0.063 0.048
H -0.601 1.990 7.754 -0.028 0.035 -0.119
H 0.864 1.161 8.173 0.225 -0.091 -0.186
H 2.481 5.075 6.318 -0.293 -1.785 1.689
F 9.555 -12.060 1.612 -0.129 -0.075 -0.217
C 10.775 -11.612 1.262 0.246 0.082 0.374
F 11.001 -10.475 1.962 0.058 0.018 -0.129
C 10.876 -11.305 -0.235 -0.558 0.196 -0.450
F 10.056 -10.283 -0.560 -0.049 -0.043 0.141
F 12.151 -10.863 -0.435 0.121 -0.199 0.136
C 10.665 -12.465 -1.227 0.306 -0.429 -0.435
O 9.394 -12.613 -1.850 -0.347 0.384 0.601
C 8.364 -13.312 -1.256 0.832 -0.279 -0.204
F 8.789 -13.990 -0.172 -0.151 0.156 0.066
F 7.950 -14.236 -2.152 -0.135 0.070 0.024
C 7.163 -12.415 -0.945 -0.423 0.326 -0.062
F 7.508 -11.397 -0.134 0.191 -0.072 0.076
F 6.204 -13.136 -0.314 0.114 -0.128 -0.063
H 11.525 -12.351 1.557 0.001 -0.019 -0.078
H 11.327 -12.234 -2.061 -0.046 0.113 0.009
H 11.026 -13.412 -0.824 -0.141 0.033 0.258
H 6.747 -11.998 -1.864 0.080 -0.097 -0.061
```
Positions in Å, forces in eV/Å.

The lowest unoccupied orbital energy comes out at 0.4110 eV. For the HOMO energy, the calculation gives -8.3 eV. The HOMO-LUMO gap comes out at 8.75 eV. The energy above the lowest of the compared OMol25 structures with the same formula, charge and spin comes out at 338.7 kJ/mol. The value obtained for the energy is -200540.8423 eV.